[1]
Density functional theory data (ωB97M-V with the def2-TZVPD basis set) for a cluster of 4 separate species, C36H73N5OPS2 in total.

Structure (XYZ):
```
118
Properties=species:S:1:pos:R:3:forces:R:3
C -6.40349 4.84359 3.10109 -0.62 -0.25 0.05
C -6.68651 3.38531 2.72305 0.26 0.99 0.22
N -5.83248 2.90404 1.58683 -1.00 -1.19 0.37
C -6.53070 3.24135 0.33371 0.67 1.03 -0.58
C -5.64554 3.17227 -0.91950 -0.93 -0.02 -0.08
C -5.61464 1.52912 1.74538 0.49 -0.54 -0.33
S -6.13351 0.34470 0.73869 0.16 0.48 0.24
S -4.71331 1.00683 3.24571 -0.24 0.05 0.16
C -2.96064 1.01315 2.74777 -0.02 0.30 -0.42
C -2.65973 0.29151 1.42826 0.40 -0.34 0.04
C -1.38370 0.80063 0.73314 -1.12 0.25 0.44
C -1.51779 2.24015 0.29204 1.34 -0.54 -0.39
N -2.65147 2.83025 0.57633 0.31 -0.29 -0.23
N -2.73941 4.08531 0.22447 -0.51 1.67 -0.05
C -1.82909 4.81439 -0.37743 1.81 -1.18 -0.36
O -2.01868 6.13306 -0.65581 -1.14 -0.20 -0.43
C -3.25152 6.39718 -1.07081 0.41 0.65 0.85
N -4.33629 6.72679 -1.25828 0.00 -0.21 -0.31
C -0.59221 4.23442 -0.74650 0.75 -0.88 0.39
C 0.46030 5.04686 -1.45782 -0.76 -0.03 -0.67
C -0.06988 5.50113 -2.86123 0.20 0.95 0.20
N -0.07470 6.96533 -3.04607 0.03 -0.52 0.24
C -0.41106 2.87911 -0.40740 -1.51 0.34 0.80
P 1.17519 2.02711 -0.87200 1.09 -0.02 -0.75
C 0.66797 0.58269 -1.95154 0.23 0.73 0.29
C 1.97015 1.30567 0.64071 -0.45 0.15 0.32
C 2.22198 2.39418 1.70860 0.24 0.05 -0.31
H -5.58257 4.95291 3.80792 0.18 -0.05 -0.22
H -7.30025 5.23098 3.59451 0.14 0.05 0.03
H -6.26003 5.46278 2.21352 0.18 0.00 0.06
H -6.57637 2.75750 3.60591 0.14 -0.05 -0.19
H -7.72806 3.30505 2.39550 0.06 -0.16 0.00
H -7.46759 2.69324 0.20061 0.20 -0.29 0.09
H -6.81371 4.29499 0.42344 -0.04 -0.07 0.18
H -6.22288 3.62451 -1.73226 0.12 0.00 0.03
H -4.74235 3.77446 -0.81341 -0.25 -0.30 -0.15
H -5.44082 2.14956 -1.22860 0.33 0.06 0.15
H -2.42610 0.51854 3.56113 -0.26 -0.03 0.10
H -2.62869 2.05225 2.74894 0.04 -0.15 -0.06
H -3.49022 0.31685 0.72205 0.00 0.18 0.16
H -2.49741 -0.76662 1.65187 -0.10 0.04 -0.07
H -1.20527 0.18697 -0.15045 0.26 -0.02 0.11
H -0.54929 0.70301 1.43037 0.16 0.11 -0.24
H -3.62462 4.54391 0.44642 -0.18 -0.31 0.26
H 1.33289 4.42465 -1.63473 0.00 0.05 0.39
H 0.74198 5.89220 -0.82606 0.01 0.08 -0.14
H -1.08791 5.13342 -3.02273 0.16 -0.24 -0.14
H 0.59273 5.08521 -3.62234 -0.20 -0.28 0.06
H 0.30330 7.41902 -2.22824 -0.03 0.27 -0.07
H -1.00258 7.31778 -3.22245 -0.01 0.15 -0.02
H 1.12851 -0.33832 -1.59234 -0.33 -0.06 0.15
H 1.10759 0.79558 -2.92596 -0.18 -0.05 -0.03
H -0.41476 0.52578 -2.04758 0.07 -0.33 -0.07
H 2.94939 0.96757 0.28991 -0.17 -0.07 -0.22
H 1.46469 0.41933 1.02947 -0.05 0.13 0.03
H 3.18132 2.86808 1.49334 -0.08 0.08 0.07
H 1.48027 3.19802 1.69742 -0.11 -0.15 0.10
H 2.28687 1.98884 2.71727 -0.11 -0.08 -0.06
C 3.07902 -5.84844 -1.61282 -0.09 -0.07 0.08
C 1.61339 -5.98465 -2.01441 0.12 -0.01 -0.06
C 1.07667 -4.77652 -2.77891 -0.12 -0.05 0.00
C 1.08593 -3.46617 -1.99190 0.10 0.08 0.05
C 0.30992 -3.49479 -0.67477 -0.11 0.06 -0.10
C -1.18171 -3.76243 -0.85458 0.06 0.01 0.14
H 3.23721 -5.00599 -0.93689 0.03 0.00 -0.01
H 3.41904 -6.74779 -1.09792 0.04 0.02 -0.01
H 3.71158 -5.70548 -2.49105 0.01 0.03 0.01
H 1.00365 -6.17354 -1.12573 -0.02 0.00 -0.01
H 1.50756 -6.86823 -2.64893 -0.05 -0.01 0.02
H 0.05841 -4.99419 -3.11352 0.00 0.02 0.00
H 1.66680 -4.63940 -3.68997 0.01 0.00 0.01
H 0.67305 -2.67604 -2.63021 -0.02 -0.01 0.00
H 2.12040 -3.17408 -1.78442 0.00 -0.02 -0.02
H 0.43440 -2.52552 -0.17690 0.04 -0.02 0.04
H 0.73620 -4.23999 0.00135 0.03 0.01 -0.01
H -1.64042 -3.00111 -1.49106 -0.01 -0.04 -0.04
H -1.69348 -3.74704 0.10951 -0.04 -0.01 -0.03
H -1.36467 -4.73800 -1.30575 -0.01 0.01 -0.02
C 8.68509 6.04522 0.98193 0.01 -0.14 -0.03
C 8.13340 5.56085 -0.35569 0.05 0.14 0.04
C 6.92216 6.35932 -0.83639 -0.02 -0.08 -0.08
C 5.69844 6.28732 0.07849 0.04 0.05 0.07
C 5.17608 4.87684 0.34527 -0.11 0.03 -0.09
C 4.69793 4.16029 -0.91481 0.05 -0.06 0.17
H 7.95270 5.94016 1.78424 0.01 0.03 0.01
H 9.56458 5.46579 1.26499 0.01 0.04 0.03
H 8.97942 7.09466 0.92401 -0.03 0.01 0.02
H 7.88770 4.49710 -0.28867 -0.02 0.00 -0.02
H 8.92048 5.64378 -1.10900 -0.02 -0.04 -0.02
H 6.64974 6.01802 -1.83946 -0.02 0.02 0.00
H 7.20967 7.40892 -0.94657 0.01 0.00 0.01
H 4.89640 6.88529 -0.36786 -0.01 -0.02 0.00
H 5.92895 6.76409 1.03482 0.01 0.00 -0.01
H 4.34085 4.94601 1.04986 0.03 0.00 0.04
H 5.94227 4.27397 0.83998 0.01 0.03 0.00
H 3.89691 4.72315 -1.40122 0.03 0.00 -0.05
H 4.31001 3.16899 -0.66922 -0.02 -0.01 -0.08
H 5.50647 4.02684 -1.63381 -0.02 0.01 -0.02
C -0.87177 -11.33336 2.89052 -0.14 0.03 -0.02
C -1.41055 -11.24008 1.46609 0.12 -0.08 0.05
C -0.36350 -10.78288 0.45116 -0.07 0.02 -0.07
C 0.19772 -9.38023 0.69084 0.04 -0.01 0.08
C -0.84625 -8.26549 0.72672 0.05 0.03 -0.13
C -1.60392 -8.10395 -0.58753 -0.04 0.09 0.11
H -0.53693 -10.36290 3.26063 0.02 -0.01 0.01
H -1.64624 -11.69257 3.56968 0.04 -0.01 0.03
H -0.03089 -12.02753 2.94356 0.03 0.03 0.01
H -2.27887 -10.57578 1.44420 0.01 0.01 -0.03
H -1.77428 -12.22579 1.16494 -0.03 0.03 -0.02
H -0.79711 -10.83653 -0.55156 0.02 0.01 0.00
H 0.46846 -11.49364 0.45487 -0.01 -0.01 0.01
H 0.92612 -9.15932 -0.09683 -0.01 0.02 -0.01
H 0.75964 -9.36750 1.62902 0.00 -0.02 -0.01
H -0.33808 -7.32331 0.95652 -0.01 0.00 0.04
H -1.55664 -8.43381 1.54046 0.03 -0.02 0.02
H -0.91356 -7.88750 -1.40658 -0.02 -0.04 -0.03
H -2.31487 -7.27811 -0.51774 -0.01 -0.01 -0.06
H -2.16797 -9.00111 -0.84485 0.01 0.00 -0.02
```
Forces are in eV/Å.

Calculated values
E_LUMO = -4.9 eV
Molecular weight = 687.1 g/mol
E_HOMO = -0.3877 Ha
Charge = +1
Gap between HOMO and LUMO = 5.69 eV

[2]
Density functional theory data (ωB97M-V with the def2-TZVPD basis set) for a structure of composition C18H20Br4Cl2N2O3SSiZr.

Structure (XYZ):
```
52
Properties=species:S:1:pos:R:3:forces:R:3
Zr -0.01242 1.04913 0.88461 -0.96 -0.04 -0.22
Cl 3.01636 1.93836 1.76124 0.08 0.05 0.01
C 2.38635 3.59193 1.67971 0.03 -0.02 0.03
Cl 1.28824 3.72485 0.28664 0.00 0.03 0.09
H 3.21132 4.28004 1.54025 -0.02 0.00 0.00
H 1.80880 3.77210 2.58034 0.00 -0.02 -0.04
C -2.34096 -0.39562 -4.14004 0.07 -0.06 0.01
Si -0.75991 -1.40144 -4.12332 -0.07 -0.08 0.02
C -1.05141 -3.12416 -3.43677 -0.01 0.09 -0.07
C -0.09614 -1.56326 -5.87372 -0.01 0.00 0.06
C 0.54372 -0.46438 -3.11894 0.05 -0.03 -0.07
C 1.68913 0.04111 -3.70696 0.03 -0.01 0.02
C 2.61934 0.79120 -2.97987 -0.01 0.02 0.01
C 2.33622 1.07121 -1.66759 -0.02 0.03 -0.07
N 1.23712 0.59810 -1.06099 -0.09 0.07 0.07
C 0.38062 -0.20375 -1.74001 -0.03 0.01 0.13
S -0.89452 -0.86120 -0.76508 0.13 0.09 0.20
H -3.15806 -0.96922 -4.58292 0.00 -0.01 -0.01
H -2.22133 0.52178 -4.71949 0.03 0.00 -0.01
H -2.63018 -0.12190 -3.12472 -0.01 -0.01 0.01
H -1.61861 -3.71478 -4.16074 0.00 0.00 -0.01
H -1.61392 -3.09279 -2.50474 0.01 0.01 0.00
H -0.11071 -3.64474 -3.24723 0.02 0.01 -0.01
H -0.82403 -2.09831 -6.48744 -0.01 0.00 0.00
H 0.83620 -2.13132 -5.90532 0.01 0.00 0.00
H 0.07690 -0.59444 -6.34625 0.00 0.02 0.01
H 1.88024 -0.14288 -4.75825 -0.02 -0.01 0.00
H 3.52192 1.16794 -3.43846 0.00 0.01 0.01
H 2.98650 1.68936 -1.06307 0.01 -0.01 -0.02
Br -1.47128 -1.44812 7.28333 0.00 0.00 -0.01
C -0.98645 -0.29107 5.87518 0.00 0.01 0.03
C -0.34303 0.91142 6.13921 0.00 0.00 0.02
Br 0.05550 1.42437 7.90934 0.00 0.00 -0.01
C 0.02563 1.75350 5.08039 -0.09 0.01 -0.04
Br 0.95594 3.37438 5.34162 0.00 0.00 0.01
C -0.27567 1.40449 3.77869 0.04 -0.18 0.03
O 0.06328 2.09683 2.69609 0.32 -0.10 -0.25
C -0.93768 0.18580 3.50851 0.09 0.10 0.14
O -1.12195 -0.08171 2.22427 0.01 0.05 -0.30
C -1.27246 -0.65801 4.55227 0.00 0.06 -0.01
Br -2.07402 -2.30276 4.09777 -0.01 -0.01 0.00
C 1.39823 -3.36357 2.32098 -0.04 -0.12 0.01
C 1.46514 -1.96971 1.94130 0.05 0.24 0.08
N 1.47763 -0.85690 1.67407 -0.05 0.13 -0.14
H 1.10225 -3.95525 1.45612 0.00 -0.01 0.01
H 0.64702 -3.46691 3.10457 0.00 -0.03 -0.01
H 2.36720 -3.69870 2.68564 -0.01 -0.01 0.00
C -2.76846 2.24936 0.52611 -0.04 0.05 -0.07
O -1.41846 2.15768 0.12183 0.58 -0.38 0.38
H -3.31506 2.89808 -0.16121 0.01 -0.01 0.02
H -2.82840 2.66564 1.53668 -0.04 0.00 -0.04
H -3.23170 1.25826 0.52638 -0.02 0.04 -0.01
```
Forces are in eV/Å.

Calculated values
E_LUMO = 0.2 eV
Molecular weight = 854.3 g/mol
E_HOMO = -0.2848 Ha
Charge = 0
Gap between HOMO and LUMO = 7.94 eV

[3]
Density functional theory data (ωB97M-V with the def2-TZVPD basis set) for a structure of composition C29H22ClIN6ORu.

Structure (XYZ):
```
61
Properties=species:S:1:pos:R:3:forces:R:3
Ru -0.04158 -0.32303 -1.13765 0.33 -0.49 0.96
C -6.36797 0.23728 0.26689 0.02 -0.03 0.05
C -4.88461 0.07629 0.42501 -0.06 0.02 -0.04
C -4.12909 1.01486 1.12949 0.08 -0.02 -0.02
C -2.75806 0.88926 1.24434 0.00 0.03 0.10
C -2.09610 -0.19191 0.66623 -0.07 -0.30 0.04
N -0.68356 -0.33668 0.69604 0.45 0.63 -1.61
C 0.02278 -0.36696 1.86812 0.03 -0.10 0.04
C -0.63289 -0.36968 3.11867 0.02 0.04 0.14
C 0.06648 -0.41921 4.29747 -0.21 0.00 -0.08
C 1.46135 -0.51457 4.30192 0.10 -0.06 0.07
C 2.22130 -0.63673 5.58664 -0.03 0.10 -0.06
C 2.12007 -0.57381 3.07857 -0.03 0.02 -0.06
C 1.43829 -0.49670 1.87559 0.21 -0.05 -0.25
N 2.20207 -0.60317 0.67723 -0.47 -0.12 0.16
C 3.53967 -0.52158 0.56230 0.25 -0.08 0.07
C 3.90608 -0.96281 -0.68770 0.04 0.01 0.18
C 2.71487 -1.30952 -1.30363 -0.44 -0.31 0.01
N 1.67137 -1.11808 -0.47931 0.54 0.64 -0.31
C -2.84576 -1.12840 -0.06075 -0.06 -0.12 -0.08
C -4.21977 -0.98852 -0.17446 0.06 0.02 0.05
N -2.21504 -2.24997 -0.66820 -0.10 0.10 -0.07
C -2.69594 -3.50124 -0.82464 -0.01 0.00 0.00
C -1.81161 -4.19707 -1.61267 0.04 0.08 0.03
C -0.79512 -3.28419 -1.90688 0.13 -0.04 -0.09
N -1.04534 -2.11159 -1.34120 -0.18 0.08 -0.02
H -6.79804 0.76103 1.11851 0.00 0.01 0.00
H -6.86280 -0.72725 0.16922 0.00 0.00 -0.01
H -6.59214 0.81979 -0.62863 0.01 0.01 -0.01
H -4.62326 1.86273 1.58543 0.00 0.01 0.00
H -2.18562 1.63165 1.78580 0.00 0.02 -0.02
H -1.71222 -0.34651 3.13772 0.00 0.00 0.02
H -0.46996 -0.41398 5.23693 -0.01 0.00 0.00
H 1.68939 -0.15190 6.40279 -0.01 -0.01 0.01
H 3.21511 -0.19908 5.50795 0.01 -0.02 -0.01
H 2.34164 -1.68987 5.85101 -0.01 -0.02 -0.02
H 3.18960 -0.72663 3.08239 -0.01 0.01 0.02
H 4.15218 -0.19395 1.38306 0.03 0.05 -0.04
H 4.90294 -1.03654 -1.08417 0.00 0.02 -0.03
H 2.53946 -1.68571 -2.29857 -0.03 0.08 -0.05
H -4.77769 -1.71191 -0.75556 0.00 0.00 0.00
H -3.61929 -3.80042 -0.35901 0.00 -0.02 0.01
H -1.88639 -5.22250 -1.92575 0.01 -0.01 -0.01
H 0.09598 -3.41584 -2.49845 -0.01 -0.01 -0.02
Cl 3.80967 4.41589 -4.30810 0.21 0.32 -0.07
C 2.84862 3.05266 -3.94982 -0.28 -0.39 0.21
C 2.60042 2.12090 -4.93331 0.13 0.41 0.36
C 1.80669 0.99456 -4.68563 -0.41 -0.03 1.27
I 1.43945 -0.37066 -6.16564 -0.07 -0.23 -0.21
C 1.25969 0.79379 -3.40164 1.53 1.52 -0.81
O 0.48808 -0.18699 -3.09612 -1.63 -1.17 1.46
C 1.54879 1.76086 -2.37439 -0.18 -0.73 -0.91
N 0.97653 1.51065 -1.16722 -0.21 -0.02 0.08
C 1.12733 2.40337 -0.19946 -0.07 -0.09 0.05
C 1.87183 3.57293 -0.36960 0.03 0.00 0.00
C 2.47480 3.82438 -1.57978 -0.09 -0.07 0.10
C 2.31239 2.90334 -2.62783 0.39 0.27 -0.62
H 3.02447 2.27279 -5.91608 0.00 0.01 -0.01
H 0.65156 2.17571 0.74654 -0.01 0.04 0.02
H 1.96230 4.26764 0.45276 0.00 -0.02 0.01
H 3.05660 4.72283 -1.73282 0.00 0.01 -0.02
```
Forces are in eV/Å.

Calculated values
E_LUMO (alpha / beta) = -8.5 / -8.8 eV
Molecular weight = 734.0 g/mol
E_HOMO (alpha / beta) = -0.4652 / -0.4578 Ha
Charge = +2
Gap between HOMO and LUMO (alpha / beta) = 4.16 / 3.65 eV